# 1
ORCA calculation (ωB97M-V with the def2-TZVPD basis set) on C38H44BrN3O2P2ReSi2 as an isolated structure.

Each line ends with the Löwdin charge.
Atoms and positions in Å:
Re1 0.483 -0.487 -0.320  1.351
C1 0.140 -3.609 3.189  -0.175
Si1 -0.729 -3.243 1.554  0.354
C2 0.124 -4.238 0.225  -0.174
C3 -2.480 -3.898 1.745  -0.184
N1 -0.746 -1.555 1.146  -0.354
P1 -0.998 -0.201 1.976  0.720
C4 -0.334 0.910 0.844  -0.556
P2 -1.016 1.962 -0.341  0.688
N2 -0.674 1.184 -1.694  -0.301
Si2 -0.954 1.542 -3.359  0.340
C5 -2.197 2.934 -3.672  -0.174
C6 -1.668 0.040 -4.224  -0.159
C7 0.606 2.109 -4.237  -0.160
C8 -0.335 3.630 -0.122  -0.307
C9 0.566 3.874 0.909  -0.134
C10 1.082 5.149 1.108  -0.081
C11 0.703 6.187 0.268  -0.082
C12 -0.203 5.953 -0.760  -0.072
C13 -0.725 4.682 -0.949  -0.074
C14 -2.801 2.232 -0.164  -0.288
C15 -3.311 3.199 0.699  -0.075
C16 -4.682 3.362 0.833  -0.076
C17 -5.552 2.564 0.101  -0.081
C18 -5.050 1.590 -0.751  -0.078
C19 -3.680 1.417 -0.874  -0.099
C20 -2.732 -0.008 2.464  -0.284
C21 -3.712 -0.722 1.783  -0.092
C22 -5.047 -0.590 2.140  -0.073
C23 -5.409 0.263 3.172  -0.080
C24 -4.438 0.996 3.842  -0.078
C25 -3.105 0.864 3.489  -0.090
C26 -0.115 -0.086 3.555  -0.284
C27 -0.624 -0.675 4.712  -0.106
C28 0.103 -0.644 5.892  -0.074
C29 1.346 -0.025 5.927  -0.079
C30 1.859 0.565 4.780  -0.071
C31 1.132 0.533 3.598  -0.084
H1 0.435 -4.665 3.194  0.032
H2 1.040 -3.012 3.353  0.020
H3 -0.520 -3.454 4.046  0.019
H4 0.108 -5.292 0.526  0.035
H5 -0.371 -4.142 -0.741  0.026
H6 1.169 -3.944 0.095  0.025
H7 -2.433 -4.952 2.045  0.033
H8 -3.047 -3.362 2.511  0.017
H9 -3.041 -3.844 0.806  0.032
H10 -2.986 3.021 -2.924  0.014
H11 -1.702 3.906 -3.771  0.020
H12 -2.686 2.730 -4.631  0.034
H13 -2.635 -0.218 -3.777  0.030
H14 -1.849 0.286 -5.277  0.035
H15 -1.051 -0.858 -4.195  0.012
H16 0.921 3.081 -3.840  0.033
H17 1.442 1.425 -4.133  -0.009
H18 0.415 2.233 -5.310  0.039
H19 0.864 3.052 1.550  0.074
H20 1.780 5.330 1.916  0.105
H21 1.108 7.181 0.417  0.103
H22 -0.508 6.763 -1.411  0.105
H23 -1.449 4.511 -1.737  0.085
H24 -2.636 3.838 1.259  0.111
H25 -5.072 4.118 1.504  0.106
H26 -6.622 2.699 0.201  0.105
H27 -5.726 0.960 -1.317  0.108
H28 -3.280 0.651 -1.529  0.097
H29 -3.419 -1.390 0.981  0.096
H30 -5.804 -1.156 1.610  0.109
H31 -6.450 0.361 3.453  0.104
H32 -4.720 1.668 4.644  0.105
H33 -2.350 1.430 4.021  0.111
H34 -1.595 -1.155 4.694  0.111
H35 -0.301 -1.106 6.786  0.106
H36 1.913 -0.005 6.849  0.103
H37 2.830 1.047 4.803  0.105
H38 1.529 0.979 2.694  0.075
Br1 3.005 2.136 -0.739  0.860
C32 2.924 0.769 -2.025  -0.719
C33 3.854 0.759 -3.052  -0.102
C34 3.750 -0.222 -4.021  -0.032
C35 2.715 -1.141 -3.943  0.018
C36 1.840 -1.063 -2.882  -0.170
N3 1.947 -0.124 -1.921  -0.062
C37 0.694 -2.056 -2.759  -0.597
O1 0.543 -2.882 -3.633  0.081
O2 -0.024 -1.920 -1.691  -0.186
H39 4.627 1.512 -3.081  0.105
H40 4.462 -0.256 -4.836  0.118
H41 2.561 -1.924 -4.672  0.128
C38 2.134 -1.244 0.725  -0.266
H42 2.882 -1.706 0.068  0.012
H43 1.900 -1.959 1.514  -0.019
H44 2.631 -0.377 1.179  -0.016

As for the HOMO-LUMO gap (alpha / beta): 6.7830 / 6.4824 eV. Its strongest force on any atom is 0.009 Eh/bohr. The spin multiplicity is 2. As for the energy above the lowest of the compared OMol25 structures with the same formula, charge and spin: 4.7 kcal/mol. The HOMO energy (alpha / beta) comes out at -0.25818 / -0.24527 hartree.



# 2
ORCA calculation (ωB97M-V with the def2-TZVPD basis set) on C38H44InP2Sb2 as an isolated structure.

Each line ends with the Löwdin charge.
Atoms and positions in Å:
In1 14.504 -14.426 -4.860  0.370
C1 15.931 -16.816 -6.802  -0.305
C2 14.774 -17.660 -6.229  -0.319
P1 14.434 -17.066 -4.535  0.948
C3 12.964 -17.834 -3.841  -0.340
C4 11.950 -18.227 -4.763  -0.074
C5 10.657 -18.608 -4.339  -0.029
C6 10.405 -18.685 -2.962  -0.032
C7 11.419 -18.367 -2.039  -0.063
C8 12.629 -17.925 -2.478  -0.099
C9 15.849 -17.481 -3.575  -0.392
C10 16.591 -16.475 -2.905  -0.094
C11 17.675 -16.881 -2.122  -0.038
C12 18.084 -18.216 -2.178  -0.019
C13 17.393 -19.157 -2.930  -0.051
C14 16.278 -18.807 -3.586  -0.090
P2 15.656 -14.971 -7.111  0.954
C15 17.353 -14.329 -7.370  -0.331
C16 17.923 -14.347 -8.650  -0.055
C17 19.293 -14.312 -8.726  -0.040
C18 20.085 -14.231 -7.589  -0.018
C19 19.465 -14.325 -6.369  -0.073
C20 18.126 -14.367 -6.205  -0.126
C21 14.583 -14.561 -8.433  -0.444
C22 14.295 -15.552 -9.346  -0.088
C23 13.740 -15.258 -10.598  -0.018
C24 13.533 -13.904 -10.864  -0.020
C25 13.867 -12.923 -9.935  -0.069
C26 14.338 -13.204 -8.702  -0.124
H1 16.314 -17.282 -7.685  0.099
H2 16.728 -16.766 -6.097  0.063
H3 13.838 -17.778 -6.708  0.058
H4 15.081 -18.746 -6.057  0.132
H5 12.184 -18.142 -5.721  0.031
H6 9.902 -18.933 -5.010  0.108
H7 9.365 -18.901 -2.629  0.136
H8 11.205 -18.394 -0.932  0.143
H9 13.454 -17.585 -1.793  0.128
H10 16.341 -15.443 -2.964  0.027
H11 18.283 -16.300 -1.447  0.117
H12 18.934 -18.558 -1.594  0.129
H13 17.710 -20.177 -3.073  0.130
H14 15.709 -19.653 -4.011  0.140
H15 17.317 -14.515 -9.514  0.112
H16 19.681 -14.315 -9.738  0.128
H17 21.124 -14.282 -7.805  0.121
H18 20.162 -14.510 -5.542  0.133
H19 17.705 -14.395 -5.209  0.084
H20 14.381 -16.619 -9.148  0.114
H21 13.561 -16.016 -11.361  0.131
H22 13.188 -13.583 -11.837  0.126
H23 13.811 -11.910 -10.282  0.123
H24 14.539 -12.407 -7.944  0.128
C27 16.429 -11.907 -2.245  -0.266
Sb1 14.479 -12.533 -2.658  1.352
C28 13.680 -12.941 -0.771  -0.220
C29 13.307 -10.956 -3.353  -0.310
C30 11.866 -10.780 -2.815  -0.266
C31 11.570 -9.685 -2.045  -0.054
C32 10.300 -9.505 -1.593  -0.054
C33 9.254 -10.368 -1.920  -0.008
C34 9.590 -11.512 -2.677  -0.022
C35 10.883 -11.761 -3.143  -0.259
C36 11.166 -13.118 -3.781  -0.303
Sb2 11.868 -13.354 -5.890  1.366
C37 10.808 -14.972 -6.922  -0.236
C38 11.280 -11.629 -7.087  -0.214
H25 16.685 -11.114 -2.931  0.025
H26 17.121 -12.746 -2.238  0.018
H27 16.352 -11.463 -1.219  0.051
H28 13.258 -13.921 -0.750  0.010
H29 12.833 -12.197 -0.605  0.069
H30 14.561 -12.750 -0.183  0.014
H31 13.316 -10.985 -4.432  0.038
H32 13.915 -10.086 -3.059  0.079
H33 12.221 -8.830 -1.825  0.139
H34 10.027 -8.711 -0.926  0.120
H35 8.236 -10.270 -1.637  0.111
H36 8.826 -12.227 -2.946  0.116
H37 10.258 -13.640 -3.748  0.029
H38 11.850 -13.795 -3.169  0.041
H39 9.751 -14.631 -7.064  0.045
H40 10.810 -15.853 -6.273  -0.008
H41 11.382 -15.151 -7.818  -0.005
H42 12.160 -11.368 -7.651  -0.013
H43 11.085 -10.789 -6.381  0.039
H44 10.435 -11.917 -7.670  0.015

As for the HOMO-LUMO gap: 7.1014 eV. As for the net charge: +3. Its strongest force on any atom is 0.088 Eh/bohr. As for the energy above the lowest of the compared OMol25 structures with the same formula, charge and spin: 2.6 kcal/mol. The HOMO energy comes out at -0.58104 hartree.



Among the records above, which one has the highest strongest force on any atom? C38H44InP2Sb2



Number 1 is which compound? C38H44BrN3O2P2ReSi2



The lowest strongest force on any atom belongs to which entry? C38H44BrN3O2P2ReSi2



Which value of strongest force on any atom does entry 1 give? 0.009 Eh/bohr